ORCA calculation (the ωB97M-V functional and the def2-TZVPD basis) on an isolated molecule of C3H2Cl2OS2 at a distorted geometry.

XYZ file:
```
10
Properties=species:S:1:pos:R:3:mulliken_charge:R:1
C 0.8146 -0.3702 -1.1114 -0.21
C 0.9183 -0.8938 0.1196 0.15
C -0.8456 1.1505 0.3793 -0.34
O -1.7512 -1.2058 0.6726 -0.50
S -0.5509 0.7701 -1.3714 -0.03
S -0.7057 -0.4192 1.2888 0.44
Cl 2.1514 -1.9408 0.6306 -0.17
Cl 0.4556 2.1943 0.9462 -0.10
H 1.2701 -0.8276 -2.0171 0.33
H -1.7565 1.5425 0.4628 0.44
```

Calculated values
- charge = 0
- LUMO (eV) = 0.2
- gap between HOMO and LUMO (eV) = 9.2
- max |F| (eV/Å) = 5.5
- energy relative to the best compared isomer or geometry (same formula, charge and spin) (kJ/mol) = 181.0